Record 1
Here is a molecular structure, C7H8ClN3 at a distorted geometry from the Open Molecules 2025 dataset. Energies are from ωB97M-V/def2-TZVPD.

Values from the calculation:
- Energy relative to the best compared isomer or geometry (same formula, charge and spin): 44.78 kcal/mol
- Kohn-Sham gap: 0.3126 Eh
- F_max: 9.59 eV Å⁻¹

```
19
C7H8ClN3, DFT ωB97M-V/def2-TZVPD
C 2.20223 -0.31497 0.08270
C -0.23013 0.30278 -0.07070
C -0.71755 -0.93721 -0.19901
C -2.13404 -1.18952 -0.25864
C -2.98517 -0.09740 -0.00134
C -2.41928 1.17216 0.15580
C -1.04406 1.43401 0.12424
H 4.22811 -0.36509 -0.07451
H 3.62237 1.36712 -0.33060
H 2.94196 -2.25952 0.63295
H 1.66051 1.57105 0.16652
H -0.23605 -1.80023 -0.37142
H -2.70555 -2.28334 -0.47567
H -3.25866 1.99837 0.26740
H -0.80558 2.39589 0.23174
N 3.47289 0.22149 -0.27837
N 1.96484 -1.41901 0.50086
N 1.13149 0.55521 -0.13355
Cl -4.68835 -0.35178 0.03158
```

Results of the natural (NBO) charge analysis, in e, for atoms 1 through 8: 0.55 0.17 -0.26 -0.16 -0.12 -0.19 -0.24 0.39

***

Record 2
Here is 2 unconnected molecules or ions with the total composition C7H8F4N2 at a distorted geometry from the Open Molecules 2025 dataset. Energies are from ωB97M-V/def2-TZVPD.

Values from the calculation:
- Energy relative to the best compared isomer or geometry (same formula, charge and spin): 4.28 kcal/mol
- Structure (SMILES): FC1=C[C@@H](F)[C@@H](F)N=C1F.C=NC
- Kohn-Sham gap: 0.3619 Eh
- F_max: 1.24 eV Å⁻¹

```
21
C7H8F4N2, DFT ωB97M-V/def2-TZVPD
F 1.57288 1.73942 0.71025
C 0.36609 1.63685 0.16034
C -0.76405 1.78449 0.85171
C -2.06055 1.73973 0.08178
F -2.28751 3.00122 -0.43730
C -1.92514 0.71892 -1.05863
F -3.01604 0.76439 -1.87234
N -0.75298 0.90162 -1.84779
C 0.28569 1.31901 -1.27329
F 1.39135 1.45289 -1.98075
H -0.77825 2.05591 1.89330
H -2.92918 1.51651 0.71071
H -1.89681 -0.29992 -0.62495
C 2.27212 -1.56882 1.43851
N 1.23918 -1.66103 0.74008
C 1.01670 -2.80630 -0.08738
H 3.06517 -2.32499 1.47186
H 2.40508 -0.69095 2.05173
H 0.11201 -3.30604 0.26135
H 0.83306 -2.45461 -1.10295
H 1.85116 -3.51831 -0.08626
```

Results of the natural (NBO) charge analysis, in e, for atoms 1 through 8: -0.30 0.34 -0.27 0.14 -0.35 0.30 -0.33 -0.43

***

Record 3
Here is a single C7H8INO2 molecule at a distorted geometry from the Open Molecules 2025 dataset. Energies are from ωB97M-V/def2-TZVPD.

Values from the calculation:
- Energy relative to the best compared isomer or geometry (same formula, charge and spin): 132.85 kcal/mol
- Structure (SMILES): CC1=C[C@@](I)([N+](=O)[O-])CC=C1
- Kohn-Sham gap: 0.3310 Eh
- F_max: 5.14 eV Å⁻¹

```
19
C7H8INO2, DFT ωB97M-V/def2-TZVPD
C 2.03622 0.58829 -1.69105
C 1.01036 0.40202 -0.59921
C -0.03597 -0.35500 -0.93892
C -1.42504 -0.43757 0.31852
I -2.80843 1.10366 -0.14215
N -1.91613 -1.72515 -0.11429
O -2.89304 -1.81220 -0.82615
O -1.25567 -2.72896 0.20077
C -0.84869 -0.22686 1.64062
C 0.23538 0.83689 1.67533
C 1.13743 0.97806 0.69456
H 1.43975 1.17495 -2.38050
H 2.32446 -0.15435 -2.30038
H 2.88658 1.24576 -1.36082
H -0.29570 -0.82506 -1.89350
H -0.23401 -1.16118 2.00218
H -1.53702 -0.06457 2.51010
H 0.29549 1.41934 2.63115
H 1.88403 1.74193 0.57373
```

Results of the natural (NBO) charge analysis, in e, for atoms 1 through 8: -0.63 -0.05 -0.11 -0.06 0.19 0.46 -0.35 -0.39